(1)
ORCA calculation (wB97M-V/def2-TZVPD) on a molecular structure, C4H14F2InNO8S2 in a non-equilibrium geometry.

Computed properties:
Maximum force: 11.22 eV/Å
Multiplicity: 2
Total charge: +1
HOMO (alpha / beta): -0.50012 / -0.50530 Ha
LUMO energy (alpha / beta): -10.059 / -7.999 eV
Expectation value of S²: 1.7628

Geometry as XYZ:
```
32
Properties=species:S:1:pos:R:3:forces:R:3
In 0.535 -0.639 1.305 -0.2116 -0.1349 -0.8648
O 2.425 0.036 3.402 -0.5531 -0.2430 -0.4821
H 3.262 -0.355 3.084 0.2589 -0.0205 0.1640
O 2.194 1.701 1.288 -0.2184 -0.4428 -0.0815
H 2.463 2.215 0.501 -0.0074 0.1066 -0.0661
N 0.431 -3.147 0.064 2.7072 -0.4999 2.8395
S 1.433 -4.438 0.470 6.1163 -3.6182 6.0926
O 2.371 -4.986 -0.525 -3.1420 1.5658 1.2138
O 1.052 -5.339 1.612 -0.1263 2.9944 -3.9542
F 2.450 -3.454 1.299 -0.4715 0.5564 -0.3289
S -0.307 -3.996 -0.962 -8.1269 -1.2544 -7.6373
O -1.047 -5.204 -0.520 2.7136 2.3692 -0.2448
O 0.262 -3.983 -2.313 -0.9372 0.1125 2.9772
F -1.600 -2.934 -1.030 1.2979 -0.5414 -0.2140
C 0.623 1.637 -3.191 0.5416 0.2980 -0.2280
C -0.043 1.505 -1.847 -1.1199 4.4657 -1.9032
O -0.102 0.244 -1.467 0.1401 -4.2065 2.6082
H 0.180 2.445 -3.773 0.5838 0.5200 0.3042
H 0.354 0.797 -3.831 0.2095 -0.4585 0.2241
H 1.703 1.685 -3.054 0.0088 0.1127 -0.6371
H -1.016 1.958 -2.038 -0.7381 -0.2922 0.3385
H 0.306 2.143 -1.036 0.7757 -0.1012 -0.0268
H -0.433 -0.280 -2.200 -0.1212 -0.6100 0.0618
C -2.548 2.424 0.721 1.0674 -0.3963 2.2060
C -1.786 2.694 2.118 -2.2510 2.5528 -1.7182
O -0.831 1.736 2.418 1.2397 -2.1232 -0.1562
H -2.973 1.429 0.854 0.3021 -0.3443 -0.5047
H -1.817 2.514 -0.083 -0.2718 -0.2771 -0.0239
H -3.432 3.022 0.499 0.3950 0.5450 0.4269
H -2.489 2.846 2.938 -0.3627 -0.7142 0.0231
H -1.277 3.657 2.119 0.0854 0.2332 -0.6028
H -0.343 2.065 3.177 0.2161 -0.1537 0.1945
```
Forces are in eV/Å.

***

(2)
ORCA calculation (wB97M-V/def2-TZVPD) on 2 unconnected molecules or ions with the total composition C4H14N2 in a non-equilibrium geometry.

Computed properties:
Maximum force: 3.03 eV/Å
Multiplicity: 2
Total charge: -1
HOMO (alpha / beta): 0.04934 / -0.21052 Ha
LUMO energy (alpha / beta): 4.010 / 3.875 eV
Expectation value of S²: 0.7505

Geometry as XYZ:
```
20
Properties=species:S:1:pos:R:3:forces:R:3
C 0.750 -2.222 0.038 1.3271 2.4027 1.2760
C 1.950 -1.162 0.324 -0.7797 -1.1052 0.3087
N 2.446 -0.512 -0.939 -2.0348 1.4620 -0.5394
H -0.151 -1.678 -0.248 -0.1093 -0.0265 0.3230
H 0.579 -2.868 0.932 0.1263 0.4176 -0.9164
H 1.091 -2.708 -0.835 0.2459 -1.2843 -0.8240
H 2.758 -1.757 0.755 0.2799 -0.1468 -0.3543
H 1.706 -0.512 1.184 -0.3814 0.3183 -0.8211
H 2.704 0.513 -0.790 -0.4887 -1.8707 0.0660
H 1.596 -0.433 -1.609 1.8129 -0.1884 1.4827
C -1.345 1.078 -1.034 1.1353 -0.0400 0.0657
C -2.159 1.009 0.245 0.7707 -2.2047 0.9611
N -1.448 1.764 1.352 -1.7321 0.9750 0.8949
H -1.417 2.079 -1.399 0.2087 0.7795 -0.6368
H -1.769 0.402 -1.757 -0.4894 -0.2915 -0.5310
H -0.247 0.783 -0.998 -1.3371 0.4924 0.6117
H -2.079 -0.150 0.474 -0.6934 2.1919 0.2619
H -3.241 1.267 -0.003 1.2931 -0.1365 0.7095
H -1.972 2.629 1.661 0.3993 0.0397 -1.9088
H -1.709 1.444 2.303 0.4467 -1.7847 -0.4294
```
Forces are in eV/Å.

***

(3)
ORCA calculation (wB97M-V/def2-TZVPD) on 2 unconnected molecules or ions with the total composition C4H14N2 in a non-equilibrium geometry.

Computed properties:
Maximum force: 3.78 eV/Å
SMILES: CCC.NCN
HOMO: -0.31848 Ha
LUMO energy: 0.933 eV

Geometry as XYZ:
```
20
Properties=species:S:1:pos:R:3:forces:R:3
C -2.374 1.635 -1.583 0.9856 -0.3787 -1.0492
C -1.280 0.513 -1.993 -1.1159 3.0078 2.0034
C -0.142 1.174 -2.840 -2.2700 0.4304 -1.8468
H -2.737 2.175 -2.461 0.3635 0.0013 -0.2428
H -3.254 1.151 -1.249 -0.8947 -0.4903 0.8875
H -2.062 2.434 -0.864 0.1585 -1.0733 -0.4294
H -1.009 0.028 -0.998 0.2768 0.5456 -1.4135
H -1.702 -0.257 -2.652 -0.1398 0.2690 0.4427
H 0.563 0.431 -2.704 2.3333 -1.1177 -0.7458
H 0.316 2.207 -2.872 -0.8977 -1.0047 1.3727
H -0.631 1.137 -3.877 1.2058 -0.1936 1.0294
N 1.465 -2.660 2.402 -0.1165 2.1340 1.2896
C 1.504 -1.091 2.301 -0.7542 -2.1173 -1.5945
N 1.953 -0.338 3.468 0.2882 -0.0871 0.4865
H 0.735 -3.155 1.873 1.1882 0.4460 0.3833
H 2.401 -3.056 2.567 -1.1759 0.0207 -0.7322
H 0.499 -0.711 2.098 -0.1679 -0.5057 0.1927
H 1.951 -0.991 1.241 0.5892 0.9376 2.0546
H 1.215 0.179 4.000 0.8810 -1.1439 -0.9994
H 2.589 -0.804 4.144 -0.7376 0.3199 -1.0890
```
Forces are in eV/Å.

***

(4)
ORCA calculation (wB97M-V/def2-TZVPD) on 2 unconnected molecules or ions with the total composition C4H14N2 in a non-equilibrium geometry.

Computed properties:
Maximum force: 2.27 eV/Å
SMILES: CNC.CNC
HOMO: -0.32762 Ha
LUMO energy: 0.946 eV

Geometry as XYZ:
```
20
Properties=species:S:1:pos:R:3:forces:R:3
N -3.395 0.144 3.395 0.8513 -0.4088 -2.0640
C -1.935 -0.112 3.582 -0.7744 0.2234 1.4610
C -3.560 -0.010 1.903 -0.4871 0.2413 0.6006
H -4.010 -0.547 3.844 0.7738 0.2761 -0.0721
H -1.370 0.697 3.088 -0.3027 -0.3196 0.2438
H -1.559 -1.080 3.213 -0.2558 0.1528 -0.0387
H -1.753 -0.054 4.668 0.2794 -0.0673 -0.4095
H -3.528 -1.070 1.601 0.0732 0.2615 -0.0502
H -2.718 0.518 1.424 -0.4820 -0.1963 0.0932
H -4.504 0.431 1.541 0.3259 -0.1630 0.2341
N 2.673 -0.576 -2.520 -0.2110 0.3067 -0.7781
C 2.076 0.686 -2.096 -0.0941 0.1846 0.4665
C 3.451 -0.364 -3.783 0.5679 -0.3448 1.2420
H 3.301 -0.771 -1.730 -0.0033 -0.4271 -0.9282
H 2.883 1.415 -1.914 -0.3392 0.2899 0.0058
H 1.550 0.498 -1.145 0.0946 0.2675 -0.3536
H 1.361 1.123 -2.813 0.3108 -0.4136 0.1360
H 4.257 0.346 -3.533 0.0382 -0.0287 -0.5569
H 2.873 0.044 -4.629 -0.1501 -0.2366 0.6779
H 3.907 -1.318 -4.096 -0.2156 0.4021 0.0905
```
Forces are in eV/Å.

***

(5)
ORCA calculation (wB97M-V/def2-TZVPD) on 2 unconnected molecules or ions with the total composition C4H14N2 in a non-equilibrium geometry.

Computed properties:
Maximum force: 1.72 eV/Å
SMILES: CCN.CNC
HOMO: -0.32549 Ha
LUMO energy: 1.079 eV

Geometry as XYZ:
```
20
Properties=species:S:1:pos:R:3:forces:R:3
C -2.108 -1.456 0.961 0.9895 0.1836 -0.7343
C -1.537 -0.410 -0.017 -1.5238 -0.2876 0.4747
N -2.566 -0.079 -1.005 0.4462 0.9178 -0.2384
H -2.313 -2.354 0.375 -0.0356 -0.2228 0.3500
H -1.321 -1.634 1.692 -0.1276 -0.4300 0.1702
H -3.006 -1.146 1.487 -0.0747 0.2568 -0.1563
H -1.316 0.469 0.597 0.2269 0.1602 -0.3601
H -0.634 -0.782 -0.499 0.2238 -0.1132 0.2072
H -2.156 0.334 -1.844 -0.3389 -0.2553 0.3273
H -3.154 -0.854 -1.262 0.1290 -0.2667 -0.0515
C 1.587 1.487 -0.801 1.4077 0.0362 0.0805
N 2.548 0.479 -0.276 -1.4163 0.3150 0.0304
C 2.105 -0.018 1.039 1.0486 -0.9038 -1.0217
H 0.549 1.205 -0.680 -0.0102 -0.2502 0.0316
H 1.772 2.428 -0.282 -0.4373 0.3686 0.0465
H 1.817 1.650 -1.853 -0.2173 0.0033 -0.0805
H 3.427 0.966 -0.207 0.2975 -0.1871 0.1614
H 2.219 0.662 1.878 -0.3144 0.3607 0.1358
H 2.711 -0.907 1.241 -0.0450 0.1003 0.2672
H 1.095 -0.388 0.898 -0.2283 0.2141 0.3601
```
Forces are in eV/Å.

***

(6)
ORCA calculation (wB97M-V/def2-TZVPD) on 2 unconnected molecules or ions with the total composition C4H14N2O in a non-equilibrium geometry.

Computed properties:
Maximum force: 7.31 eV/Å
Multiplicity: 2
Total charge: -1
HOMO (alpha / beta): 0.03685 / -0.19418 Ha
LUMO energy (alpha / beta): 3.751 / 3.653 eV
Expectation value of S²: 0.7505

Geometry as XYZ:
```
21
Properties=species:S:1:pos:R:3:forces:R:3
N 0.087 2.533 0.604 -1.5186 1.3751 -0.2562
C 0.406 1.229 1.080 -6.0364 -2.0798 -3.5570
C 0.873 0.263 -0.106 -3.1104 -1.1457 1.9651
N 1.102 -1.090 0.525 -0.2026 -0.3683 -2.8335
C 0.284 -2.139 -0.237 0.1703 -0.6381 4.8033
C -1.253 -2.171 0.090 0.5161 1.1051 1.2423
H -0.877 2.834 0.912 0.5858 -0.8196 -0.3530
H 0.595 3.320 0.956 1.0718 -0.0277 0.3823
H 1.097 1.056 1.747 3.7407 0.0860 3.8508
H -0.650 0.759 1.629 2.6070 0.9753 -1.4769
H 1.710 0.770 -0.530 0.9695 -0.1991 -0.5574
H 0.054 0.049 -0.885 1.1063 0.9703 1.1927
H 0.860 -1.101 1.498 -0.3603 0.2195 0.2874
H 0.744 -3.113 0.054 -0.3386 0.5055 -0.5026
H 0.371 -1.979 -1.238 0.7797 0.4197 -2.7482
H -1.643 -3.124 0.498 0.5050 0.5100 0.1424
H -1.466 -1.289 0.791 0.0071 -1.4161 -0.8181
H -1.824 -2.006 -0.800 -0.4150 0.2722 -0.6385
H 0.145 1.029 -2.365 0.3380 -0.2778 0.1600
H -0.217 2.375 -1.722 -0.1503 -0.6833 -0.2841
O -0.398 1.796 -2.500 -0.2653 1.2168 -0.0009
```
Forces are in eV/Å.

***

(7)
ORCA calculation (wB97M-V/def2-TZVPD) on 2 unconnected molecules or ions with the total composition C4H14N2O in a non-equilibrium geometry.

Computed properties:
Maximum force: 1.71 eV/Å
SMILES: CCCNCN.O
HOMO: -0.33689 Ha
LUMO energy: 0.978 eV

Geometry as XYZ:
```
21
Properties=species:S:1:pos:R:3:forces:R:3
C -2.735 -1.027 0.235 0.1145 -0.2880 -0.4255
C -2.276 0.430 0.236 1.2191 -0.0891 -1.0752
C -0.930 0.533 -0.539 -0.0134 -0.1823 0.0831
N 0.229 0.267 0.323 0.5435 0.4369 0.5039
C 1.258 1.288 0.252 0.4613 0.7105 -0.9965
N 2.384 0.955 1.126 0.1932 -0.6522 -0.2948
H -2.580 -1.412 -0.781 -0.1989 0.1936 -0.0115
H -2.127 -1.713 0.822 -0.0508 0.2113 0.4903
H -3.795 -1.176 0.432 0.0397 0.0955 0.3925
H -2.016 0.928 1.171 -0.7114 -0.3439 0.4324
H -3.022 1.030 -0.281 -0.0498 0.1117 0.0493
H -0.866 -0.232 -1.316 -0.4280 0.1715 -0.2714
H -0.819 1.504 -1.034 -0.0848 0.0532 0.1725
H -0.017 0.250 1.305 -0.4123 -0.2897 0.0349
H 0.886 2.319 0.419 -0.0439 -0.3238 0.6547
H 1.613 1.380 -0.774 -0.0911 -0.3954 -0.5026
H 3.241 1.224 0.646 -0.0831 0.6073 0.2545
H 2.498 -0.058 1.044 -0.3920 -0.0312 0.3339
H 1.216 -2.725 -1.341 -0.9226 -0.6607 0.1225
H 1.344 -1.182 -1.174 0.0597 -0.8162 0.1836
O 1.827 -2.012 -1.367 0.8511 1.4809 -0.1306
```
Forces are in eV/Å.

***

(8)
ORCA calculation (wB97M-V/def2-TZVPD) on 2 unconnected molecules or ions with the total composition C4H14N2O in a non-equilibrium geometry.

Computed properties:
Maximum force: 3.24 eV/Å
SMILES: CC[C@H](N)CN.O
HOMO: -0.35066 Ha
LUMO energy: 0.937 eV

Geometry as XYZ:
```
21
Properties=species:S:1:pos:R:3:forces:R:3
N 0.961 -0.388 0.118 -0.0275 0.4682 -0.7201
C -1.558 -0.351 1.326 3.0759 -1.0069 -0.0910
C -1.248 0.619 0.165 -1.9220 0.4316 0.1037
C -0.209 0.029 -0.735 1.9525 -0.2017 -0.5559
C 0.264 0.835 -1.961 0.9851 -0.2453 0.2924
N 1.341 0.083 -2.782 -1.9414 -0.0038 2.4771
H 1.307 -1.271 -0.230 0.2031 -0.0959 0.0822
H 1.738 0.283 -0.029 -0.6862 -0.5519 0.0211
H -1.613 -1.408 0.992 -0.2895 0.6136 0.1410
H -0.737 -0.363 2.136 -0.8285 0.1391 -1.6271
H -2.359 -0.074 1.904 -2.5015 0.5754 0.8674
H -1.025 1.573 0.629 0.7719 0.3076 -0.1134
H -2.166 0.894 -0.448 0.7473 -0.7385 0.6846
H -0.668 -0.820 -1.253 0.0685 -0.6029 0.6543
H -0.669 1.132 -2.487 0.7313 -0.0825 -0.2465
H 0.824 1.718 -1.615 -0.5490 0.1028 -0.1254
H 1.384 0.580 -3.637 0.1824 -0.2877 -1.1844
H 1.153 -0.936 -2.836 -0.0488 1.2217 -0.5332
H 0.629 -0.890 4.153 -0.0461 -0.2474 0.6005
H 1.165 -0.429 2.869 0.9019 -0.4755 0.5087
O 1.483 -0.818 3.722 -0.7794 0.6801 -1.2360
```
Forces are in eV/Å.

***

no.,total energy (Ha)
1,-2003.023772
2,-270.191225
3,-270.217996
4,-270.249609
5,-270.268870
6,-345.428318
7,-345.520714
8,-345.515988